[1]
ORCA calculation (ωB97M-V/def2-TZVPD) on a molecular structure, C31H52BaBrN3OP2 at a distorted geometry.

Calculated values
Strongest force on any atom in eV/A: 1.9
Frontier orbital gap (spin up / spin down) in eV: 6.721 / 6.843
Highest occupied orbital energy (spin up / spin down) in eV: -13.133 / -13.124

The geometry in ORCA input format:
```
! RIJCOSX wB97M-V def2-TZVPD def2/J DEFGRID3
* xyz 2 1
N -4.333 -1.232 2.937
C -3.771 -0.097 3.363
C -3.592 1.020 2.533
C -4.106 1.005 1.207
C -4.669 -0.213 0.777
C -4.799 -1.274 1.687
C -3.956 2.150 0.313
Ba 0.333 0.929 -0.338
P 2.846 0.201 -2.331
C -3.847 2.122 -1.072
C -2.650 2.642 -1.751
C -2.295 2.214 -3.061
C -1.029 2.487 -3.591
C -0.121 3.186 -2.796
C -0.428 3.673 -1.513
C -1.701 3.392 -0.991
Br 1.424 4.028 -3.708
H -3.829 3.110 0.851
H -4.678 1.777 -1.714
H -3.047 1.887 2.912
H -5.016 -0.340 -0.244
H -3.475 -0.054 4.417
H -5.291 -2.206 1.394
H -2.978 1.558 -3.610
H -1.960 3.741 0.020
H -0.773 2.229 -4.619
H 0.305 4.272 -0.959
P -0.376 -2.103 -0.619
C 3.190 1.793 -1.465
C 4.100 2.821 -2.143
H 3.604 1.519 -0.481
H 2.201 2.276 -1.322
H 4.232 3.661 -1.444
H 5.094 2.429 -2.396
H 3.618 3.233 -3.046
C 2.465 0.700 -4.049
C 3.544 0.752 -5.113
H 2.013 1.708 -3.975
H 1.665 0.015 -4.382
H 3.073 1.047 -6.061
H 4.324 1.492 -4.909
H 4.020 -0.218 -5.270
C 4.411 -0.735 -2.315
C 5.743 0.015 -2.260
H 4.354 -1.386 -3.206
H 4.333 -1.383 -1.418
H 6.532 -0.745 -2.178
H 5.935 0.605 -3.165
H 5.821 0.677 -1.387
C 0.591 -3.591 -0.116
C 2.089 -3.526 -0.369
H 0.132 -4.431 -0.665
H 0.375 -3.765 0.952
H 2.526 -4.450 0.025
H 2.319 -3.456 -1.435
H 2.541 -2.672 0.150
C -0.248 -2.347 -2.456
C -1.227 -1.538 -3.292
H -0.412 -3.424 -2.612
H 0.799 -2.120 -2.725
H -1.148 -1.862 -4.336
H -2.263 -1.677 -2.969
H -1.019 -0.461 -3.258
C -2.060 -2.836 -0.347
C -2.319 -3.394 1.041
H -2.160 -3.639 -1.092
H -2.771 -2.032 -0.610
H -3.360 -3.720 1.120
H -1.669 -4.248 1.278
H -2.188 -2.632 1.814
C 0.122 -2.199 3.134
N -0.175 -1.038 3.929
C -0.780 -1.266 5.238
C -0.428 -0.134 6.160
C -0.731 1.191 5.526
N -0.128 1.255 4.197
C 0.197 2.558 3.641
C -0.029 0.189 3.373
O 0.250 0.356 2.128
H 1.085 -2.101 2.631
H -0.625 -2.325 2.357
H 0.111 -3.090 3.765
H -1.876 -1.378 5.156
H -0.393 -2.215 5.624
H 0.638 -0.202 6.388
H -0.970 -0.230 7.103
H -0.306 2.017 6.101
H -1.825 1.343 5.456
H -0.495 2.844 2.820
H 0.152 3.300 4.453
H 1.217 2.560 3.212
*
```



[2]
ORCA calculation (ωB97M-V/def2-TZVPD) on 5 unconnected molecules or ions with the total composition C31H52Cl2NO10PS4 at a distorted geometry.

Calculated values
Structure (SMILES): CC[C@@H](Cl)[C@@H]1C(=O)NC[C@@]1(Cc1ccccc1C)P(O)Cl.O=S1(=O)CCCC1.O=S1(=O)CCCC1.O=S1(=O)CCCC1.O=S1(=O)CCCC1
Strongest force on any atom in eV/A: 1.8
Frontier orbital gap in eV: 8.673
Highest occupied orbital energy in eV: -8.459

The geometry in ORCA input format:
```
! RIJCOSX wB97M-V def2-TZVPD def2/J DEFGRID3
* xyz 0 1
C -5.048 3.947 -1.417
C -4.629 2.506 -1.643
C -3.917 1.909 -0.448
Cl -5.150 1.654 0.841
C -3.132 0.650 -0.826
C -3.914 -0.258 -1.777
O -3.914 -0.225 -2.967
N -4.593 -1.164 -1.016
C -3.999 -1.228 0.324
C -2.736 -0.397 0.216
C -2.144 0.018 1.579
C -1.551 1.397 1.679
C -2.277 2.365 2.393
C -1.834 3.690 2.512
C -0.642 4.074 1.910
C 0.103 3.119 1.209
C -0.329 1.780 1.102
C 0.563 0.827 0.363
P -1.347 -1.568 -0.492
O -1.037 -0.888 -1.947
Cl -2.435 -3.177 -1.257
H -5.869 4.007 -0.716
H -5.376 4.382 -2.353
H -4.217 4.536 -1.052
H -3.952 2.458 -2.488
H -5.493 1.902 -1.889
H -3.238 2.654 -0.065
H -2.280 1.054 -1.356
H -4.742 -2.025 -1.528
H -3.847 -2.232 0.692
H -4.703 -0.778 1.010
H -2.938 -0.028 2.313
H -1.417 -0.724 1.888
H -3.206 2.104 2.869
H -2.405 4.414 3.065
H -0.275 5.082 1.981
H 1.024 3.404 0.730
H 0.484 0.987 -0.705
H 1.590 1.046 0.624
H 0.390 -0.199 0.650
H -0.715 0.019 -1.848
C 1.374 0.998 7.083
C -0.067 1.447 6.805
C -0.111 1.976 5.365
S 1.180 1.098 4.469
O 2.181 2.046 4.051
O 0.593 0.177 3.523
C 1.793 0.174 5.871
H 1.450 0.417 8.001
H 2.022 1.871 7.183
H -0.739 0.592 6.904
H -0.398 2.208 7.510
H -1.061 1.784 4.874
H 0.123 3.037 5.307
H 2.869 0.051 5.768
H 1.306 -0.799 5.856
C 1.464 -3.514 -5.285
C 2.045 -4.798 -4.675
C 2.618 -4.434 -3.299
S 1.655 -3.028 -2.718
O 2.527 -1.880 -2.617
O 0.829 -3.418 -1.609
C 0.638 -2.864 -4.179
H 0.855 -3.723 -6.163
H 2.274 -2.846 -5.588
H 1.250 -5.537 -4.559
H 2.811 -5.238 -5.311
H 2.521 -5.238 -2.575
H 3.656 -4.112 -3.359
H 0.422 -1.813 -4.338
H -0.288 -3.406 -3.989
C 3.338 -2.799 1.277
C 3.713 -4.185 1.826
C 4.269 -3.984 3.244
S 3.478 -2.495 3.876
O 4.486 -1.484 4.080
O 2.562 -2.843 4.936
C 2.560 -2.105 2.389
H 2.743 -2.866 0.367
H 4.243 -2.233 1.047
H 2.821 -4.812 1.866
H 4.440 -4.689 1.192
H 4.034 -4.808 3.912
H 5.342 -3.803 3.242
H 2.498 -1.025 2.285
H 1.561 -2.524 2.504
C 0.963 2.515 -5.850
C 1.374 1.195 -5.185
C 1.807 1.513 -3.747
S 0.885 2.985 -3.274
O 1.808 4.068 -3.067
O -0.089 2.643 -2.263
C 0.059 3.221 -4.845
H 0.450 2.351 -6.796
H 1.847 3.124 -6.047
H 0.518 0.520 -5.175
H 2.178 0.702 -5.730
H 1.580 0.712 -3.048
H 2.865 1.760 -3.683
H -0.056 4.287 -5.025
H -0.918 2.742 -4.776
*
```



[3]
ORCA calculation (ωB97M-V/def2-TZVPD) on a molecular structure, C31H52N6NaO7S2Sb.

Calculated values
Relative energy (zero: lowest compared OMol25 entry of this formula, charge and spin) in kcal per mole: 0.0
Strongest force on any atom in eV/A: 0.3
Frontier orbital gap in eV: 6.088
Highest occupied orbital energy in eV: -2.223

The geometry in ORCA input format:
```
! RIJCOSX wB97M-V def2-TZVPD def2/J DEFGRID3
* xyz -2 1
Na -1.049 -0.622 -1.006
N -1.230 -3.324 0.827
C -0.716 -4.361 -0.068
C -0.164 -3.966 -1.449
O 0.264 -4.918 -2.153
N -0.152 -2.681 -1.723
C 0.396 -2.341 -3.018
C 0.780 -0.864 -3.150
O 0.952 -0.408 -4.320
O 0.944 -0.170 -2.110
H -0.575 -2.546 0.826
H -2.095 -2.949 0.448
H -1.502 -5.102 -0.236
H 0.092 -4.899 0.438
H -0.288 -2.580 -3.842
H 1.310 -2.912 -3.245
C -3.807 1.576 3.336
N -2.813 0.653 2.818
C -3.046 -0.748 3.137
C -2.052 0.952 1.737
C -2.081 2.367 1.217
O -1.330 0.106 1.207
H -4.028 1.293 4.367
H -4.729 1.546 2.749
H -3.422 2.593 3.345
H -3.105 -0.864 4.222
H -2.237 -1.358 2.748
H -3.982 -1.082 2.682
H -1.749 3.073 1.982
H -3.097 2.628 0.917
H -1.421 2.433 0.355
O -6.670 1.880 0.967
C -6.091 1.078 0.238
N -4.902 0.490 0.480
S -4.456 -0.503 -0.691
O -4.435 -1.882 -0.263
O -3.255 -0.037 -1.357
C -5.853 -0.230 -1.754
C -6.162 -0.752 -2.994
C -7.356 -0.344 -3.576
C -8.198 0.556 -2.924
C -7.864 1.069 -1.677
C -6.674 0.662 -1.101
H -5.495 -1.444 -3.491
H -7.634 -0.725 -4.551
H -9.122 0.860 -3.401
H -8.500 1.772 -1.154
C 3.341 -0.443 3.920
C 2.050 -0.263 3.132
C 0.975 -1.200 3.689
C 1.531 1.164 3.307
Sb 2.067 -0.685 0.939
C 3.305 0.991 0.170
C 2.312 2.128 -0.087
C 4.427 1.468 1.086
C 3.902 0.589 -1.179
C 3.466 -2.395 0.783
C 4.930 -2.138 1.122
C 3.340 -2.875 -0.666
C 2.924 -3.498 1.690
H 3.163 -0.198 4.979
H 4.142 0.204 3.560
H 3.697 -1.474 3.884
H 0.810 -0.985 4.755
H 1.248 -2.253 3.602
H 0.026 -1.063 3.167
H 1.305 1.347 4.367
H 0.608 1.319 2.741
H 2.254 1.918 2.990
H 1.824 2.474 0.828
H 1.538 1.820 -0.793
H 2.845 2.984 -0.527
H 4.057 1.858 2.035
H 4.972 2.284 0.588
H 5.146 0.675 1.303
H 3.127 0.234 -1.861
H 4.674 -0.176 -1.079
H 4.370 1.473 -1.635
H 5.384 -1.413 0.446
H 5.497 -3.075 1.023
H 5.064 -1.778 2.144
H 3.713 -2.139 -1.380
H 2.303 -3.091 -0.933
H 3.921 -3.798 -0.797
H 3.066 -3.272 2.749
H 3.450 -4.438 1.477
H 1.859 -3.677 1.517
C 1.836 5.397 -2.504
N 1.987 4.123 -3.155
C 3.153 3.654 -3.736
C 2.882 2.411 -4.188
N 1.571 2.134 -3.899
C 1.004 3.170 -3.249
S -0.572 3.312 -2.665
H 1.993 6.216 -3.210
H 2.547 5.490 -1.679
H 0.821 5.443 -2.115
H 4.057 4.238 -3.753
H 3.512 1.684 -4.670
H 1.177 1.147 -4.020
*
```